Entry from the OMol25 dataset: a structure of composition C34H29AsCl4F5InN2O3S3 (ωB97M-V with the def2-TZVPD basis set).

## Properties
**LUMO**: 3.964 eV
**Charge**: -2
**HOMO**: -1.9 eV
**Energy relative to the best compared isomer or geometry (same formula, charge and spin)**: 0.0 kcal/mol
**Orbital gap**: 5.896 eV
**F_max**: 3.510 eV/Å

Geometry as XYZ:
```
82
Properties=species:S:1:pos:R:3:mulliken_charge:R:1
In -0.54338 -0.54588 0.15646 1.5349
C -0.99237 2.65417 3.42323 -1.5702
C -0.34799 1.64841 2.49451 0.7486
N -1.13386 1.03059 1.60409 0.3468
N -2.42906 1.42784 1.70212 -0.6576
C -3.33527 0.88358 0.85981 0.4386
S -3.00161 0.06179 -0.58794 -0.4337
S -5.04818 1.03798 1.21832 -0.2071
C -5.04397 2.00595 2.77751 -0.8809
C -4.84231 1.23726 4.07042 0.5588
C -4.85262 1.91634 5.29721 -0.3394
C -4.84803 1.22342 6.51810 -0.4656
C -4.73875 -0.20429 6.50553 -0.3527
C -4.85427 -0.85645 5.30271 -0.6614
C -4.78536 -0.15744 4.08309 -0.1853
C 1.08114 1.52584 2.47709 0.1712
C 1.80788 2.61725 2.98221 -0.7450
C 3.11135 2.49669 3.39920 -1.0580
C 3.83678 1.30191 3.09168 -0.2996
C 3.19489 0.24603 2.46565 -0.7962
C 1.80213 0.32211 2.14062 1.0483
O 1.17072 -0.62759 1.54914 -0.7294
H -1.87983 2.22868 3.88584 0.1531
H -1.32751 3.52651 2.81481 0.2501
H -0.29678 2.98768 4.18984 0.6000
H -6.10257 2.31515 2.74785 0.4455
H -4.42186 2.88144 2.64257 0.3196
H -4.91966 3.00262 5.28237 0.3539
H -4.92224 1.78747 7.46589 0.3128
H -4.66876 -0.85709 7.36771 0.3598
H -4.79153 -1.93806 5.27693 0.3166
H -4.69347 -0.68345 3.13662 0.3140
H 1.29039 3.58213 3.18763 0.4305
H 3.53458 3.23688 4.06470 0.3385
H 4.91967 1.20113 3.31769 0.3000
H 3.61292 -0.72638 2.21784 0.4147
Cl -2.10144 -7.11890 -1.50873 -0.2534
C -1.83205 -5.65359 -0.56734 -0.0113
C -2.50907 -5.46538 0.64193 0.4189
Cl -3.60704 -6.72854 1.16341 -0.2609
C -2.29343 -4.31638 1.41201 -0.0405
Cl -2.85534 -4.20903 3.04042 -0.2184
C -1.62849 -3.18974 0.85192 0.2089
O -1.53336 -2.07715 1.47778 -0.6401
C -0.92178 -3.37049 -0.42771 0.1326
O -0.24702 -2.38776 -0.91378 -1.0239
C -0.96540 -4.63670 -1.02502 0.2670
Cl 0.08886 -4.89388 -2.34455 -0.2425
C 5.40162 0.82461 -2.56057 -1.0949
C 4.68786 0.01879 -3.68675 -0.7183
As 2.95829 -0.84515 -3.07765 0.5304
C 3.71322 -2.52215 -2.31233 -0.5030
C 5.01399 -3.09117 -2.83163 -1.2866
C 2.35892 -1.51642 -4.87190 -0.6963
C 2.75263 -0.81599 -6.14559 -1.1169
H 6.19437 1.47525 -2.97321 0.3756
H 5.88601 0.18088 -1.81299 0.2617
H 4.65110 1.45564 -1.96688 0.1783
H 5.38325 -0.76189 -4.04526 0.3563
H 4.34764 0.68252 -4.52403 0.3680
H 2.90397 -3.22523 -2.35253 0.3737
H 3.76095 -2.22482 -1.25791 0.3532
H 5.09021 -3.01353 -3.91761 0.2878
H 5.02578 -4.15394 -2.61614 0.3882
H 5.88022 -2.59271 -2.44254 0.2853
H 1.26796 -1.37899 -4.68585 0.3444
H 2.45806 -2.59650 -4.93878 0.5375
H 2.35048 0.22195 -6.12370 0.1712
H 2.42459 -1.41182 -6.99080 0.3910
H 3.84035 -0.70831 -6.27722 0.2743
F -1.98012 4.44858 -5.37519 -0.3299
C -1.33905 3.75118 -4.42558 0.6006
C -1.75041 3.90031 -3.09273 -0.3256
F -2.74949 4.79780 -2.77000 -0.3327
C -1.19892 3.09887 -2.06494 -0.0709
F -1.65377 3.19459 -0.82153 -0.1957
C -0.12848 2.21449 -2.35203 0.7748
S 0.86380 1.43245 -1.11253 -0.2229
C 0.26440 2.19965 -3.70255 -0.1397
F 1.32689 1.45576 -4.06995 0.0008
C -0.27540 2.95923 -4.72171 -0.2045
F 0.13340 2.80336 -6.00882 -0.3262
```